(1)
Density functional theory data (wB97M-V/def2-TZVPD) for a 2-piece molecular cluster, C5H4O2 overall.

Output
Relative energy (zero: lowest compared OMol25 entry of this formula, charge and spin) ... 5.299 eV
E_tot ... -343.1976 a.u.
LUMO ... -0.7835 eV
2S+1 ... 1
Orbital gap ... 9.3 eV
SMILES ... O=C1C#CCC1=O.[H][H]

Last column: natural (NBO) charge in e.
Element x y z (Å)
O  1.9576  1.2692  0.3444  -0.4497
C  0.9567  0.6493  0.1595  0.4095
C  0.5519  -0.7325  0.0765  -0.0985
C  -0.6205  -1.0731  -0.1091  0.0111
C  -1.5402  0.0822  -0.2642  -0.5564
C  -0.5279  1.2917  -0.0946  0.5489
O  -0.7554  2.4531  -0.1351  -0.4322
H  -2.3178  0.1261  0.5024  0.2569
H  -2.0239  0.1230  -1.2431  0.2574
H  2.1895  -2.1620  0.0207  0.0291
H  2.1300  -2.0271  0.7427  0.0238

(2)
Density functional theory data (wB97M-V/def2-TZVPD) for C32H46As3N4O6PbSe as an isolated structure in a non-equilibrium geometry.

Output
Relative energy (zero: lowest compared OMol25 entry of this formula, charge and spin) ... 3.029 eV
E_tot ... -11218.8229 a.u.
LUMO (alpha / beta) ... -4.4236 / -3.6770 eV
2S+1 ... 1
Net charge ... +1
Orbital gap (alpha / beta) ... 5.2 / 6.7 eV

Last column: Mulliken charge in e.
Element x y z (Å)
Pb  -0.1650  0.0507  1.0653  0.9610
O  4.3465  1.4285  -0.4345  -0.5151
C  3.1674  0.8209  -0.3583  -0.5142
O  2.1175  1.3893  -0.5556  0.0916
C  3.2578  -0.6269  -0.0497  0.1991
C  4.4559  -1.3117  -0.1775  -0.6837
C  4.4574  -2.6819  0.0395  -0.7724
C  3.2640  -3.3079  0.3352  -0.6707
C  2.1076  -2.5387  0.4594  0.2806
N  2.1062  -1.2232  0.2881  0.8586
C  0.7732  -3.2514  0.7254  0.0117
O  0.7840  -4.4749  0.6403  -0.8029
O  -0.2335  -2.5006  0.9522  0.0601
H  4.2275  2.3617  -0.6579  0.3893
H  5.3542  -0.7784  -0.4521  0.5782
H  5.3725  -3.2531  -0.0400  0.4941
H  3.1941  -4.3776  0.4696  0.6092
C  -0.6167  3.7174  2.9000  -1.2715
As  0.0257  2.9997  1.1934  1.1578
C  1.4948  4.3088  1.0429  -1.4041
C  -1.3892  3.8189  0.0821  -2.0890
C  -1.3966  3.7217  -1.4561  2.3833
C  -2.4034  4.7822  -1.9379  -2.3394
C  -1.9244  2.3756  -1.9781  -2.2424
As  -1.0714  0.6415  -1.5555  0.7580
C  0.2443  0.3571  -2.9859  -1.2002
C  -2.4404  -0.4732  -2.3895  -1.2841
C  0.0080  4.0247  -2.0133  -1.0477
As  0.1618  4.8339  -3.8333  0.2721
C  0.3131  3.2235  -4.9575  -1.0335
C  2.1018  5.1337  -3.6986  -1.0448
H  -0.9753  4.7382  2.7636  0.4460
H  0.1946  3.7252  3.6286  0.4252
H  -1.4261  3.1003  3.2763  0.2692
H  1.1047  5.3238  1.1160  0.4448
H  2.0370  4.1947  0.1070  0.2327
H  2.1823  4.1384  1.8722  0.4894
H  -1.3779  4.8779  0.3568  0.6966
H  -2.3169  3.3967  0.4792  0.5081
H  -3.3620  4.6700  -1.4280  0.4820
H  -2.5755  4.6905  -3.0110  0.5686
H  -2.0216  5.7864  -1.7460  0.4704
H  -1.9468  2.4145  -3.0710  0.6082
H  -2.9490  2.2286  -1.6248  0.6692
H  -0.2106  0.5562  -3.9547  0.5071
H  0.5399  -0.6922  -2.9417  0.5153
H  1.1325  0.9705  -2.8577  0.0670
H  -2.7462  -0.0264  -3.3362  0.4897
H  -3.2932  -0.5662  -1.7259  0.3125
H  -2.0245  -1.4611  -2.5813  0.3338
H  0.6317  3.1275  -1.9380  -0.0416
H  0.4591  4.7933  -1.3797  0.6275
H  -0.6310  2.6825  -5.0085  0.2459
H  1.0968  2.5593  -4.5940  0.2184
H  0.5688  3.5388  -5.9690  0.4997
H  2.3159  5.9776  -3.0438  0.3604
H  2.4974  5.3670  -4.6866  0.4133
H  2.6126  4.2462  -3.3205  0.1701
C  -5.1123  -4.7507  1.5086  -0.8680
N  -4.1717  -5.1464  0.4764  0.2170
C  -4.2019  -6.3085  -0.2488  -0.4073
C  -3.1640  -6.2646  -1.1166  -0.4052
N  -2.5254  -5.0658  -0.9324  0.1932
C  -1.3279  -4.6451  -1.6331  -0.4880
C  -3.1408  -4.3815  0.0525  -0.1030
Se  -2.8214  -2.6289  0.6000  0.1198
H  -5.7424  -5.5985  1.7611  0.3061
H  -5.7340  -3.9263  1.1623  0.3432
H  -4.5689  -4.4180  2.3909  0.3528
H  -4.9515  -7.0641  -0.0971  0.4312
H  -2.8328  -6.9812  -1.8464  0.4901
H  -1.3651  -5.0039  -2.6592  0.3885
H  -0.4444  -5.0293  -1.1277  0.2955
H  -1.2763  -3.5579  -1.6154  -0.1245
O  -2.1532  1.2021  2.2268  -0.4521
C  -3.1775  0.8731  1.5773  -0.2741
O  -3.1804  0.1929  0.5317  -0.4865
H  -4.1467  1.2438  1.9641  0.4036
C  0.3243  -0.0368  3.9118  -2.3632
C  1.3837  -0.9548  3.9946  1.8004
C  1.1495  -2.3383  4.1986  -0.5958
C  2.1878  -3.2333  4.2600  -0.6404
C  3.5094  -2.7894  4.1142  0.5056
C  3.7698  -1.4199  3.9499  -0.6995
C  2.7324  -0.5269  3.8846  -0.4915
C  4.5918  -3.7143  4.1106  -0.0867
N  5.4838  -4.4406  4.0744  -0.5044
H  0.5288  1.0261  3.9566  0.5660
H  -0.6821  -0.3473  4.1597  0.5343
H  0.1287  -2.6790  4.3145  0.3959
H  1.9945  -4.2856  4.4196  0.4779
H  4.7947  -1.0803  3.8792  0.5019
H  2.9306  0.5313  3.7536  0.4485

(3)
Density functional theory data (wB97M-V/def2-TZVPD) for C9H16N2O2 as an isolated structure in a non-equilibrium geometry.

Output
Relative energy (zero: lowest compared OMol25 entry of this formula, charge and spin) ... 5.564 eV
E_tot ... -612.3813 a.u.
LUMO ... 0.5719 eV
2S+1 ... 1
Orbital gap ... 9.6 eV

Last column: natural (NBO) charge in e.
Element x y z (Å)
C  -1.1384  0.2150  0.6061  0.6238
C  -1.5533  -1.1896  0.6930  -0.3459
C  -0.6900  -2.1141  1.1611  0.0010
C  1.0668  -0.4492  1.6229  0.7856
C  -0.2507  -1.8746  -1.8954  -0.6245
C  -0.5888  -0.5009  -1.2448  -0.3823
C  0.3772  0.6544  -1.8112  -0.4063
C  0.1112  2.0787  -1.2456  -0.3756
C  1.2362  2.9704  -1.6543  -0.6169
H  0.3708  1.4746  1.1463  0.4370
H  -2.5373  -1.4028  0.3358  0.2563
H  -0.8920  -3.1848  1.2205  0.2309
H  1.1555  -2.3994  2.0607  0.4264
H  -0.5414  -1.8051  -3.0178  0.2196
H  0.7890  -2.2553  -1.8564  0.2196
H  -1.0090  -2.6682  -1.4807  0.2023
H  -0.3486  -0.6362  -0.2087  0.2203
H  -1.7121  -0.2905  -1.2525  0.2422
H  1.4455  0.5573  -1.4813  0.1962
H  0.4440  0.7666  -2.8581  0.2085
H  -0.1000  2.0482  -0.1226  0.1805
H  -0.8841  2.3695  -1.6364  0.2071
H  1.2588  2.9516  -2.7482  0.2052
H  1.1761  3.9735  -1.1780  0.2159
H  2.1634  2.5094  -1.2678  0.1966
N  0.1227  0.4832  1.1896  -0.6756
N  0.5919  -1.7325  1.5666  -0.6218
O  -1.8143  1.1132  0.1456  -0.6149
O  2.1641  -0.1136  2.0621  -0.6112

(4)
Density functional theory data (wB97M-V/def2-TZVPD) for a 2-piece molecular cluster, C5H12NO overall in a non-equilibrium geometry.

Output
Relative energy (zero: lowest compared OMol25 entry of this formula, charge and spin) ... 2.682 eV
E_tot ... -327.3610 a.u.
LUMO ... -5.2749 eV
2S+1 ... 1
Net charge ... +1
Orbital gap ... 9.0 eV

Last column: natural (NBO) charge in e.
Element x y z (Å)
C  -0.3128  1.3227  -1.8820  -0.6249
C  -0.8070  0.6463  -0.5750  -0.4770
C  0.2383  0.7511  0.5462  0.1621
C  0.2494  1.4895  1.6439  -0.3352
C  1.3703  -1.3737  -0.0639  0.1404
N  1.3449  -0.1636  0.3824  -0.4214
H  -0.1492  2.4345  -1.7189  0.2376
H  -1.1321  1.1577  -2.7051  0.2495
H  0.6809  0.8703  -2.2799  0.2077
H  -1.2177  -0.4497  -0.7128  0.2368
H  -1.7283  1.1495  -0.1865  0.2477
H  -0.8249  1.8733  1.9400  0.2664
H  1.1787  1.7227  2.0354  0.2207
H  2.0501  -2.0465  0.4332  0.2280
H  1.0320  -1.5608  -1.0809  0.2306
H  2.0464  0.0104  1.0524  0.4172
H  -1.7500  -2.4431  1.6787  0.4926
H  -1.2981  -3.0101  0.3875  0.4818
O  -0.9708  -2.3806  1.1052  -0.9605